Record 1
{"formula": "C37H45BFeN3O", "method": "the ωB97M-V functional and the def2-TZVPD basis", "symbols": ["Fe", "C", "C", "C", "C", "C", "C", "C", "C", "C", "C", "C", "C", "N", "C", "C", "N", "C", "C", "C", "C", "C", "C", "C", "C", "C", "C", "C", "C", "C", "C", "C", "C", "C", "C", "C", "C", "C", "C", "H", "H", "H", "H", "H", "H", "H", "H", "H", "H", "H", "H", "H", "H", "H", "H", "H", "H", "H", "H", "H", "H", "H", "H", "H", "H", "H", "H", "H", "H", "H", "H", "H", "H", "H", "H", "H", "H", "H", "H", "O", "H", "H", "B", "C", "N", "H", "H", "H"], "xyz": [[-0.045, -0.116, -0.468], [-4.343, -3.830, 1.116], [-3.462, -2.812, 0.392], [-3.479, -3.075, -1.117], [-3.902, -1.389, 0.633], [-5.229, -1.035, 0.441], [-5.647, 0.277, 0.557], [-4.723, 1.270, 0.832], [-3.388, 0.967, 1.024], [-2.350, 2.047, 1.250], [-2.835, 3.192, 2.140], [-1.876, 2.568, -0.116], [-2.971, -0.380, 0.958], [-1.618, -0.637, 1.099], [-1.059, -1.287, 2.107], [0.359, -1.522, 2.150], [1.181, -1.056, 1.209], [2.549, -1.322, 1.203], [3.009, -2.600, 0.814], [4.369, -2.859, 0.782], [5.291, -1.884, 1.102], [4.843, -0.626, 1.455], [3.492, -0.314, 1.511], [3.143, 1.096, 1.950], [2.527, 1.917, 0.815], [2.256, 1.115, 3.193], [2.063, -3.684, 0.355], [2.281, -4.995, 1.114], [2.271, -3.906, -1.144], [0.666, -2.160, 3.424], [1.809, -2.578, 4.067], [1.701, -3.071, 5.383], [0.511, -3.141, 6.066], [-0.684, -2.710, 5.444], [-1.981, -2.652, 6.007], [-3.025, -2.151, 5.269], [-2.881, -1.684, 3.948], [-1.635, -1.737, 3.369], [-0.559, -2.254, 4.134], [-3.921, -4.828, 1.014], [-5.342, -3.848, 0.688], [-4.420, -3.596, 2.176], [-2.434, -2.926, 0.748], [-4.488, -2.974, -1.509], [-3.118, -4.077, -1.332], [-2.837, -2.362, -1.628], [-5.950, -1.794, 0.175], [-6.682, 0.531, 0.393], [-5.056, 2.294, 0.885], [-1.487, 1.586, 1.747], [-3.581, 3.805, 1.640], [-2.001, 3.836, 2.412], [-3.267, 2.800, 3.058], [-2.695, 3.054, -0.643], [-1.524, 1.725, -0.741], [-1.063, 3.283, 0.005], [4.713, -3.842, 0.502], [6.347, -2.103, 1.079], [5.570, 0.136, 1.695], [4.092, 1.579, 2.218], [1.540, 1.519, 0.542], [3.180, 1.894, -0.055], [2.415, 2.955, 1.121], [1.275, 0.714, 2.965], [2.141, 2.132, 3.564], [2.700, 0.515, 3.984], [1.032, -3.355, 0.508], [3.254, -5.419, 0.877], [1.525, -5.723, 0.832], [2.226, -4.841, 2.189], [3.293, -4.211, -1.351], [2.066, -2.990, -1.692], [1.599, -4.676, -1.512], [2.781, -2.523, 3.598], [2.607, -3.392, 5.878], [0.482, -3.513, 7.080], [-2.140, -2.994, 7.021], [-4.006, -2.100, 5.720], [-3.736, -1.282, 3.423], [1.743, 0.689, -1.963], [2.424, 0.015, -2.034], [2.096, 1.508, -2.318], [-0.523, -3.537, -3.611], [-0.470, -2.406, -2.594], [-0.416, -1.529, -1.828], [0.496, -3.464, -4.242], [-0.602, -4.571, -3.010], [-1.491, -3.358, -4.293]], "forces_ev_per_angstrom": [[0.05, -1.50, 1.32], [0.21, 0.14, 0.02], [-0.07, -0.12, -0.08], [0.18, 0.03, 0.19], [0.50, 0.12, 0.21], [-0.06, 0.12, 0.05], [0.01, 0.03, -0.09], [-0.11, 0.02, -0.02], [0.31, -0.32, 0.19], [0.04, 0.04, 0.01], [0.15, -0.19, -0.12], [0.17, -0.19, 0.41], [-1.25, 0.39, -0.12], [2.17, -0.02, -0.95], [-0.08, 0.45, -0.53], [0.32, 0.29, -0.44], [-1.79, 0.83, -0.92], [1.05, -0.25, -0.05], [-0.38, 0.28, 0.11], [0.16, 0.08, 0.08], [-0.01, -0.06, 0.02], [0.14, -0.03, -0.06], [-0.03, -0.10, 0.10], [-0.27, -0.02, -0.01], [0.14, -0.03, 0.23], [0.14, 0.06, -0.06], [0.00, -0.12, -0.10], [-0.13, 0.18, 0.01], [-0.19, 0.03, 0.17], [0.16, -0.27, 0.63], [-0.18, 0.22, -0.39], [0.03, -0.14, 0.38], [0.11, -0.02, -0.03], [0.09, 0.09, -0.39], [-0.10, 0.01, -0.07], [-0.07, -0.14, 0.39], [0.27, 0.11, -0.41], [-0.25, -0.17, 0.52], [-0.07, 0.05, -0.09], [0.02, -0.10, -0.01], [-0.15, -0.03, 0.00], [-0.04, -0.03, 0.13], [-0.10, -0.03, -0.04], [-0.14, 0.00, -0.05], [0.05, -0.13, -0.10], [-0.06, -0.01, -0.10], [-0.05, -0.11, 0.00], [-0.12, 0.03, 0.02], [-0.04, 0.19, 0.04], [-0.20, 0.08, -0.03], [-0.13, 0.09, -0.04], [0.07, 0.10, -0.02], [-0.07, -0.01, 0.08], [-0.01, -0.07, -0.16], [-0.10, 0.17, -0.10], [0.09, 0.06, -0.07], [0.04, -0.14, -0.08], [0.13, 0.00, -0.01], [0.03, 0.13, 0.07], [-0.13, -0.08, -0.09], [0.16, 0.16, 0.05], [-0.07, -0.02, -0.12], [-0.15, 0.10, 0.04], [-0.17, 0.00, 0.08], [-0.03, 0.13, 0.03], [-0.02, -0.07, 0.11], [0.11, -0.06, 0.02], [0.13, -0.09, 0.00], [-0.08, -0.09, -0.05], [-0.02, -0.02, 0.14], [0.14, -0.05, -0.04], [0.00, 0.07, -0.16], [-0.11, -0.09, -0.14], [0.06, 0.00, -0.04], [0.02, -0.04, 0.03], [0.04, -0.04, 0.09], [-0.04, 0.00, 0.06], [-0.08, -0.02, 0.05], [-0.02, 0.00, -0.02], [-0.69, -0.28, 0.33], [0.14, -0.07, -0.07], [0.04, 0.03, 0.03], [-0.05, -0.50, -0.40], [0.10, 1.15, 0.93], [0.15, 0.00, -0.35], [0.23, 0.01, -0.16], [0.00, -0.23, 0.19], [-0.22, 0.09, -0.17]], "s_squared": 8.77, "homo_ev": [-6.4, -8.1], "multiplicity": 6, "homo_lumo_gap_ev": [6.04, 7.21]}

Record 2
{"formula": "C37H45FLaN7O5S3", "method": "the ωB97M-V functional and the def2-TZVPD basis", "symbols": ["La", "C", "N", "C", "C", "N", "C", "C", "C", "C", "C", "C", "C", "S", "C", "C", "C", "C", "C", "C", "S", "H", "H", "H", "H", "H", "H", "H", "H", "H", "H", "H", "H", "H", "H", "H", "H", "H", "H", "C", "C", "N", "C", "C", "C", "O", "O", "C", "O", "C", "C", "C", "F", "C", "C", "C", "N", "C", "C", "N", "C", "C", "H", "H", "H", "H", "H", "H", "H", "H", "H", "H", "H", "H", "H", "H", "H", "H", "H", "H", "O", "S", "C", "C", "C", "C", "H", "H", "H", "H", "H", "H", "H", "H", "N", "C", "H", "O", "N"], "xyz": [[-0.072, -0.110, 2.268], [-2.496, -0.714, 4.228], [-1.145, -0.739, 4.815], [-0.912, -2.035, 5.473], [-1.000, -3.186, 4.505], [-0.121, -3.031, 3.315], [-0.724, -3.801, 2.204], [1.211, -3.509, 3.654], [1.479, -4.877, 3.618], [2.707, -5.389, 4.000], [3.713, -4.538, 4.438], [3.473, -3.177, 4.466], [2.233, -2.654, 4.082], [2.150, -0.877, 4.039], [-0.877, 0.363, 5.696], [-1.895, 1.230, 6.079], [-1.654, 2.338, 6.877], [-0.373, 2.619, 7.313], [0.657, 1.768, 6.946], [0.426, 0.635, 6.161], [1.894, -0.367, 6.033], [-3.271, -0.948, 4.966], [-2.562, -1.450, 3.429], [-2.693, 0.263, 3.797], [-1.665, -2.181, 6.257], [0.060, -2.026, 5.957], [-2.018, -3.311, 4.143], [-0.745, -4.104, 5.040], [-1.060, -4.794, 2.518], [-0.001, -3.922, 1.400], [-1.593, -3.266, 1.824], [0.707, -5.563, 3.295], [2.874, -6.459, 3.965], [4.675, -4.929, 4.745], [4.255, -2.493, 4.776], [-2.907, 1.048, 5.753], [-2.481, 2.981, 7.151], [-0.169, 3.487, 7.926], [1.671, 1.967, 7.275], [-3.956, 0.307, -4.907], [-3.124, -0.925, -4.598], [-2.135, -0.697, -3.526], [-2.470, -1.010, -2.258], [-1.700, -0.764, -1.166], [-2.242, -1.162, 0.169], [-2.901, -2.181, 0.262], [-1.928, -0.344, 1.130], [-0.408, -0.173, -1.321], [0.376, 0.076, -0.381], [-0.021, 0.114, -2.708], [1.246, 0.631, -2.983], [1.598, 0.973, -4.254], [2.822, 1.499, -4.470], [0.718, 0.814, -5.335], [-0.520, 0.260, -5.071], [-0.904, -0.103, -3.774], [1.046, 1.170, -6.674], [2.440, 1.404, -7.059], [2.502, 1.521, -8.592], [1.289, 0.836, -9.165], [0.038, 1.619, -8.835], [0.154, 2.089, -7.379], [-4.676, 0.087, -5.696], [-3.332, 1.143, -5.232], [-4.509, 0.627, -4.024], [-2.598, -1.287, -5.477], [-3.752, -1.746, -4.263], [-3.427, -1.503, -2.129], [1.950, 0.775, -2.172], [-1.195, 0.096, -5.901], [3.045, 0.567, -6.724], [2.863, 2.315, -6.636], [3.390, 1.052, -9.002], [2.458, 2.549, -8.938], [1.207, -0.081, -8.725], [1.377, 0.693, -10.170], [-0.803, 0.951, -9.002], [-0.018, 2.448, -9.535], [-0.832, 2.097, -6.925], [0.537, 3.115, -7.337], [1.858, 1.307, 1.943], [2.073, 2.799, 1.613], [1.262, 3.136, 0.047], [-0.223, 3.369, 0.321], [-0.282, 4.247, 1.567], [0.631, 3.665, 2.644], [1.477, 2.290, -0.602], [1.753, 4.036, -0.338], [-0.731, 2.424, 0.503], [-0.712, 3.844, -0.532], [-1.286, 4.341, 1.974], [0.079, 5.247, 1.313], [0.596, 2.505, 4.325], [1.146, 4.423, 3.228], [2.614, -2.110, 0.565], [1.619, -1.817, 1.080], [3.480, -2.352, 0.128], [-0.729, 1.739, 3.025], [0.020, 2.807, 3.550]], "forces_ev_per_angstrom": [[0.86, -1.77, 0.32], [0.02, -0.03, 0.12], [-0.13, 0.16, 0.09], [0.01, 0.09, 0.03], [0.02, -0.04, -0.20], [0.22, -0.08, 0.11], [0.05, 0.09, 0.03], [-0.14, 0.01, 0.07], [0.05, -0.02, 0.00], [0.02, -0.02, 0.01], [-0.03, -0.01, -0.01], [-0.08, 0.01, -0.04], [0.05, -0.13, 0.04], [0.59, -0.31, 0.51], [0.10, -0.09, -0.01], [-0.03, 0.09, 0.03], [-0.02, 0.01, 0.01], [0.04, -0.02, 0.00], [0.01, 0.01, 0.00], [-0.02, 0.03, 0.05], [-0.03, 0.07, -0.03], [0.00, 0.00, 0.01], [-0.01, 0.01, -0.02], [-0.02, 0.06, -0.04], [0.00, -0.05, 0.06], [0.05, 0.02, 0.00], [-0.04, 0.03, -0.02], [-0.03, -0.11, 0.02], [0.01, -0.02, 0.00], [0.00, 0.03, -0.02], [-0.02, 0.01, 0.00], [0.02, 0.01, 0.02], [0.00, 0.06, 0.00], [-0.05, 0.02, -0.01], [-0.05, -0.02, -0.02], [0.04, 0.02, 0.01], [0.03, -0.02, -0.01], [0.00, -0.04, -0.02], [-0.06, 0.00, -0.02], [0.01, 0.09, 0.03], [0.16, -0.01, 0.15], [0.03, 0.16, -0.16], [-0.02, -0.11, -0.15], [0.13, 0.13, -0.26], [0.00, 0.35, 0.35], [-0.18, -0.01, 0.13], [-1.93, -0.99, -1.51], [0.06, 0.09, 0.12], [-0.13, 0.01, -0.25], [-0.03, -0.04, 0.07], [0.09, 0.03, 0.15], [0.04, 0.04, -0.08], [0.01, 0.02, 0.11], [0.07, 0.04, -0.20], [-0.05, -0.01, -0.15], [-0.28, -0.10, -0.02], [-0.05, 0.03, 0.09], [-0.17, -0.05, -0.10], [-0.18, -0.14, -0.05], [-0.01, 0.16, 0.15], [0.16, -0.09, -0.08], [0.11, -0.05, 0.04], [0.04, 0.00, 0.03], [-0.04, -0.05, 0.02], [0.01, 0.00, -0.03], [0.03, -0.06, -0.05], [-0.07, -0.01, 0.02], [0.02, 0.02, 0.02], [-0.05, -0.01, -0.03], [0.04, 0.00, 0.04], [0.03, -0.06, 0.03], [0.02, 0.08, 0.02], [0.06, -0.02, -0.01], [0.00, 0.08, -0.01], [0.01, -0.06, 0.03], [0.01, 0.05, -0.05], [-0.04, -0.02, 0.03], [-0.02, 0.04, -0.03], [-0.02, -0.02, 0.04], [0.01, 0.01, 0.00], [0.40, 0.75, -0.30], [-0.06, -0.36, 0.44], [-0.17, -0.03, -0.05], [0.09, 0.06, 0.00], [0.06, 0.00, -0.03], [0.04, 0.01, -0.06], [-0.02, 0.04, -0.03], [-0.04, -0.04, -0.02], [-0.03, -0.08, 0.00], [0.05, 0.02, 0.01], [-0.02, -0.04, -0.01], [-0.04, 0.01, 0.02], [0.04, -0.09, 0.04], [0.09, 0.07, -0.03], [-0.21, -0.06, 0.03], [1.25, -0.60, -0.60], [0.00, -0.03, 0.03], [-0.25, 2.83, 0.88], [-0.47, -0.04, 0.15]], "homo_ev": -11.4, "de_lowest_kcal_mol": 0.0, "multiplicity": 1, "homo_lumo_gap_ev": 6.70, "total_charge": 2}

Record 3
{"formula": "C37H45N7O4Re", "method": "the ωB97M-V functional and the def2-TZVPD basis", "symbols": ["Re", "C", "C", "C", "C", "C", "C", "C", "C", "N", "C", "O", "C", "C", "C", "C", "C", "N", "C", "O", "N", "C", "C", "C", "C", "C", "C", "C", "C", "H", "H", "H", "H", "H", "H", "H", "H", "H", "H", "H", "H", "H", "H", "H", "H", "H", "H", "H", "H", "H", "C", "C", "C", "C", "C", "N", "H", "H", "H", "H", "H", "H", "H", "H", "H", "C", "H", "H", "O", "C", "O", "C", "N", "C", "C", "C", "H", "H", "H", "H", "H", "H", "H", "H", "H", "N", "C", "C", "N", "C", "H", "H", "H", "H"], "xyz": [[-0.138, 0.355, -0.082], [2.771, -1.719, 0.242], [2.064, -2.194, 1.478], [2.806, -2.665, 2.556], [2.192, -3.193, 3.679], [0.809, -3.255, 3.725], [0.029, -2.772, 2.679], [-1.468, -2.875, 2.771], [0.666, -2.227, 1.551], [-0.125, -1.656, 0.511], [-1.006, -2.492, -0.123], [-1.052, -3.715, -0.038], [-1.974, -1.734, -0.972], [-3.136, -2.223, -1.531], [-3.967, -1.347, -2.230], [-3.597, -0.014, -2.377], [-2.404, 0.408, -1.823], [-1.637, -0.443, -1.122], [-1.730, 1.725, -2.051], [-2.295, 2.636, -2.638], [-0.421, 1.724, -1.595], [0.476, 2.501, -2.399], [0.632, 2.151, -3.751], [-0.146, 1.029, -4.382], [1.519, 2.869, -4.541], [2.230, 3.940, -4.029], [2.055, 4.291, -2.704], [1.193, 3.580, -1.874], [1.072, 4.005, -0.441], [3.843, -1.635, 0.422], [2.619, -2.423, -0.578], [2.402, -0.758, -0.116], [3.888, -2.634, 2.495], [2.785, -3.568, 4.503], [0.314, -3.694, 4.585], [-1.770, -3.111, 3.792], [-1.956, -1.946, 2.463], [-1.837, -3.663, 2.115], [-3.372, -3.271, -1.404], [-4.891, -1.705, -2.663], [-4.194, 0.697, -2.932], [-0.303, 0.207, -3.682], [-1.130, 1.371, -4.711], [0.389, 0.649, -5.254], [1.649, 2.577, -5.576], [2.913, 4.496, -4.658], [2.599, 5.132, -2.289], [1.208, 5.084, -0.352], [0.110, 3.731, -0.011], [1.854, 3.534, 0.156], [-2.083, 0.428, 4.938], [-0.634, 0.873, 5.166], [-0.599, 2.303, 5.728], [0.114, -0.087, 6.098], [0.065, 0.891, 3.867], [0.556, 0.951, 2.840], [-2.647, 0.610, 5.854], [-2.132, -0.631, 4.700], [-2.546, 0.992, 4.127], [-1.067, 2.292, 6.713], [-1.155, 2.992, 5.093], [0.424, 2.663, 5.836], [-0.421, -0.127, 7.048], [1.130, 0.262, 6.287], [0.162, -1.088, 5.674], [1.192, 1.109, 1.572], [2.172, 0.637, 1.670], [1.309, 2.188, 1.487], [3.062, -0.859, -3.992], [2.027, -1.295, -3.566], [1.481, -0.929, -2.408], [1.195, -2.367, -4.287], [-0.019, -2.659, -3.506], [0.008, -4.067, -3.054], [1.488, -4.427, -3.117], [1.959, -3.693, -4.372], [0.963, -1.961, -5.273], [-0.867, -2.422, -3.999], [0.673, -1.501, -2.378], [-0.564, -4.709, -3.731], [-0.414, -4.152, -2.052], [1.653, -5.502, -3.160], [2.004, -4.045, -2.232], [1.643, -4.239, -5.263], [3.035, -3.537, -4.429], [-2.037, 4.991, 0.584], [-1.285, 5.129, 1.724], [-1.241, 3.883, 2.274], [-1.948, 2.989, 1.502], [-2.408, 3.690, 0.496], [-2.227, 5.699, -0.102], [-0.852, 6.068, 2.019], [-0.725, 3.582, 3.170], [-2.983, 3.314, -0.335]], "forces_ev_per_angstrom": [[-0.36, 0.37, 0.26], [0.01, -0.04, 0.02], [0.05, 0.01, 0.02], [0.02, 0.01, -0.02], [-0.03, 0.00, 0.01], [0.01, 0.02, 0.03], [0.01, 0.02, -0.03], [-0.01, 0.05, 0.08], [0.01, -0.03, 0.04], [-0.01, 0.00, -0.22], [-0.01, 0.15, 0.06], [-0.06, -0.04, 0.13], [-0.02, 0.00, 0.04], [0.04, -0.03, 0.01], [0.01, 0.02, -0.01], [0.00, 0.01, -0.03], [0.02, 0.03, 0.02], [0.07, -0.16, -0.09], [0.00, -0.03, -0.02], [0.00, 0.04, -0.03], [0.11, -0.27, 0.12], [0.02, 0.10, 0.00], [0.02, -0.02, 0.00], [-0.06, -0.04, 0.02], [-0.01, -0.01, -0.01], [-0.01, 0.02, 0.01], [0.05, -0.03, 0.00], [-0.04, -0.03, -0.03], [-0.07, -0.06, 0.03], [0.00, 0.00, 0.00], [0.00, 0.03, 0.02], [0.00, 0.00, 0.00], [0.00, 0.00, 0.00], [0.00, 0.00, 0.00], [0.01, 0.01, 0.00], [0.00, 0.04, 0.02], [0.00, 0.01, -0.01], [0.00, 0.00, 0.01], [-0.02, 0.00, 0.00], [0.00, 0.00, 0.00], [-0.01, -0.01, 0.00], [0.00, 0.04, -0.02], [0.00, 0.04, -0.01], [0.00, 0.00, 0.00], [0.01, 0.00, 0.00], [0.00, 0.00, 0.00], [0.00, 0.00, 0.00], [-0.03, 0.00, 0.00], [0.12, -0.04, -0.06], [0.05, 0.02, 0.03], [-0.03, 0.04, -0.01], [0.09, 0.06, -0.04], [0.00, 0.00, 0.02], [-0.03, 0.03, 0.04], [-0.28, -0.09, -0.11], [0.32, 0.04, 0.13], [0.01, -0.05, 0.00], [0.00, -0.09, -0.06], [0.01, 0.02, 0.01], [0.01, 0.00, 0.00], [-0.01, -0.03, 0.05], [0.00, 0.00, -0.01], [0.01, -0.02, -0.01], [0.00, -0.01, 0.00], [0.00, -0.07, -0.03], [-0.09, -0.10, -0.15], [-0.02, 0.00, 0.02], [0.06, 0.06, -0.05], [0.03, 0.03, -0.06], [-0.01, -0.09, 0.09], [0.46, 0.05, -0.25], [-0.01, 0.03, -0.14], [0.04, -0.02, 0.00], [-0.04, -0.10, -0.01], [-0.01, -0.01, -0.01], [-0.01, 0.00, 0.00], [0.00, -0.02, -0.01], [-0.03, 0.02, 0.02], [-0.35, 0.08, 0.23], [0.02, 0.00, -0.04], [0.05, -0.07, -0.13], [0.00, 0.00, 0.01], [0.00, 0.01, 0.00], [0.01, 0.00, 0.00], [0.01, 0.00, 0.01], [-0.03, -0.01, 0.07], [-0.02, 0.01, -0.01], [-0.03, 0.08, -0.04], [0.03, -0.04, 0.17], [-0.03, -0.04, -0.06], [0.00, 0.01, -0.01], [0.00, 0.00, 0.00], [-0.01, 0.03, -0.05], [0.00, 0.03, 0.03]], "s_squared": 1.15, "homo_ev": [-6.6, -6.0], "de_lowest_kcal_mol": 3.4, "multiplicity": 2, "homo_lumo_gap_ev": [6.82, 6.09]}